Entry 1
Computed, not measured: a cluster of 2 separate species, C4H11NO3 in total, with ωB97M-V/def2-TZVPD.

- SMILES = CNCCOC=O.O
- orbital gap (eV) = 9.9315
- HOMO energy (eV) = -9.452

Each line ends with the Mulliken charge.
Positions of all 19 atoms, in Å:
O -0.30 3.66 -2.17  -0.508
O 0.08 2.18 -0.38  -0.208
C 0.21 3.32 -1.09  0.127
N 0.88 -0.38 -0.49  -0.383
C 1.16 -1.80 -0.31  -0.719
C -0.83 1.18 -0.89  -0.575
C -0.54 -0.23 -0.25  -0.438
H 0.97 3.94 -0.58  0.337
H 1.31 0.16 0.27  0.242
H 0.59 -2.46 -0.98  0.304
H 0.96 -2.09 0.74  0.190
H 2.24 -1.94 -0.51  0.295
H -0.94 1.10 -1.99  0.342
H -1.83 1.43 -0.47  0.354
H -1.14 -1.05 -0.69  0.436
H -0.68 -0.27 0.85  0.204
O -0.71 -2.60 3.17  -0.642
H 0.05 -2.02 2.97  0.310
H -1.49 -2.13 2.80  0.332

Entry 2
Computed, not measured: a structure of composition C4H11NO3, with ωB97M-V/def2-TZVPD.

- orbital gap (eV) = 8.7123
- HOMO energy (eV) = -8.015

Each line ends with the Mulliken charge.
Positions of all 19 atoms, in Å:
C -0.52 -0.17 -0.11  1.388
C 0.09 0.87 0.70  -0.111
C -0.48 -1.58 0.38  -1.550
C -0.66 0.02 -1.60  -1.556
N 1.81 0.42 0.22  -0.522
O 2.34 -0.88 0.52  -0.403
O 0.03 2.15 0.23  -0.468
O -2.03 0.46 0.69  -0.691
H 2.63 -0.79 1.44  0.323
H 0.63 2.68 0.78  0.344
H -2.26 1.29 0.25  0.299
H 1.87 0.46 -0.80  0.265
H 0.12 0.73 1.77  0.486
H -1.33 -2.13 -0.02  0.389
H -0.53 -1.62 1.47  0.343
H 0.44 -2.07 0.04  0.359
H -0.62 1.07 -1.90  0.310
H -1.63 -0.38 -1.92  0.418
H 0.12 -0.53 -2.13  0.376

Most stable structure: entry 1

Entry 1
Computed, not measured: a cluster of 2 separate species, C4H11NO3 in total, with ωB97M-V/def2-TZVPD.

- SMILES = CCC(=O)NCO.O
- orbital gap (eV) = 10.6655
- HOMO energy (eV) = -10.117

Each line ends with the Mulliken charge.
Positions of all 19 atoms, in Å:
O 0.06 -0.97 0.97  -0.680
C 0.09 -0.10 0.16  0.329
N 1.28 0.10 -0.54  -0.222
C 1.75 1.40 -1.14  -0.243
O 3.04 1.84 -0.78  -0.498
C -1.11 0.87 0.04  -0.051
C -2.36 0.12 -0.11  -1.149
H 2.13 -0.47 -0.34  0.266
H 1.83 1.23 -2.18  0.280
H 0.95 2.26 -0.94  0.225
H 3.12 1.62 0.15  0.293
H -1.22 1.34 1.08  0.213
H -0.99 1.62 -0.73  0.307
H -2.79 -0.56 0.74  0.276
H -3.11 0.88 -0.56  0.306
H -2.23 -0.63 -0.98  0.290
H 0.01 -3.85 2.52  0.297
H -0.23 -2.84 1.11  0.453
O -0.22 -3.83 1.51  -0.692

Entry 2
Computed, not measured: a cluster of 2 separate species, C4H11NO3 in total, with ωB97M-V/def2-TZVPD.

- SMILES = C[C@@H](O)CNC=O.O
- orbital gap (eV) = 10.4882
- HOMO energy (eV) = -9.882

Each line ends with the Mulliken charge.
Positions of all 19 atoms, in Å:
O 0.81 0.20 3.09  -0.528
C -0.14 0.89 2.62  -0.023
N -0.32 1.05 1.19  -0.158
C 0.51 0.29 0.29  -0.166
C 0.09 0.74 -1.14  0.095
C 0.93 -0.18 -2.18  -1.216
O -1.32 0.50 -1.19  -0.564
H -0.72 1.70 3.02  0.387
H -1.22 1.32 0.72  0.277
H 0.31 -0.80 0.26  -0.239
H 1.56 0.53 0.53  0.297
H 0.07 1.90 -1.39  0.290
H 1.83 0.33 -2.15  0.417
H 0.40 0.02 -3.13  0.401
H 0.93 -1.32 -1.97  0.309
H -1.51 -0.28 -1.77  0.329
H -0.79 -2.15 1.84  0.345
H -0.71 -2.02 0.36  0.397
O -0.74 -2.71 0.99  -0.650

Entry 3
Computed, not measured: a structure of composition C4H11NO3, with ωB97M-V/def2-TZVPD.

- orbital gap (eV) = 8.6520
- HOMO energy (eV) = -8.184

Each line ends with the Mulliken charge.
Positions of all 19 atoms, in Å:
C -0.94 0.99 1.42  -0.611
C 1.15 1.22 0.43  -1.113
N -0.85 -0.05 2.22  -0.242
H -0.47 0.08 3.15  0.232
H -0.60 -0.92 1.71  0.363
H -1.35 0.84 0.43  0.318
H -0.98 1.97 1.86  0.501
H 1.53 1.53 -0.54  0.365
H 1.91 0.76 1.06  0.287
H 0.82 2.14 0.92  0.420
C -1.01 -0.96 -2.18  -0.819
C 0.55 -0.52 -0.45  0.733
O -0.42 0.03 -1.31  -0.333
O 1.72 -0.71 -1.18  -0.496
O 0.24 -1.42 0.36  -0.802
H 2.20 -1.41 -0.72  0.334
H -1.48 -1.76 -1.60  0.316
H -1.76 -0.43 -2.76  0.251
H -0.25 -1.38 -2.84  0.297

Entry 4
Computed, not measured: a cluster of 2 separate species, C4H11NO3 in total, with ωB97M-V/def2-TZVPD.

- SMILES = NC(=O)O.CCCO
- orbital gap (eV) = 10.8817
- HOMO energy (eV) = -10.051

Each line ends with the Mulliken charge.
Positions of all 19 atoms, in Å:
C 1.69 0.32 1.00  -0.488
C 0.45 -0.66 1.23  -0.344
C -0.83 0.07 1.61  -1.093
O 1.69 1.01 -0.21  -0.663
H 0.78 1.46 -0.36  0.357
H 2.61 -0.28 1.02  0.321
H 1.71 1.02 1.85  0.318
H 0.76 -1.30 2.05  0.385
H 0.30 -1.32 0.37  0.237
H -1.62 -0.65 1.82  0.290
H -1.17 0.75 0.83  0.276
H -0.67 0.67 2.51  0.377
C -0.66 0.16 -1.82  0.750
N -1.76 -0.55 -2.14  -0.382
O 0.48 -0.48 -2.08  -0.538
O -0.69 1.30 -1.36  -0.724
H 1.21 -0.02 -1.58  0.475
H -2.65 -0.09 -2.12  0.240
H -1.65 -1.41 -2.65  0.208

Most stable structure: entry 4

Entry 1
Computed, not measured: a cluster of 3 separate species, C4H11NO3 in total, with ωB97M-V/def2-TZVPD.

- orbital gap (eV) = 3.9574
- HOMO energy (eV) = -8.994

Each line ends with the Mulliken charge.
Positions of all 19 atoms, in Å:
O 2.61 -0.30 0.76  -0.644
C -1.73 -0.92 0.64  0.304
O -1.93 -2.03 -0.03  -0.628
C -1.62 0.27 -0.11  -0.675
C -0.21 -0.50 0.65  -0.772
C 0.59 -0.92 -0.80  -0.534
N 1.11 0.42 -1.34  -0.359
H -2.08 -0.87 1.69  0.357
H -2.08 1.13 0.30  0.365
H -1.83 0.18 -1.21  0.294
H 0.22 -1.21 1.42  0.431
H 0.21 0.42 1.00  0.695
H 1.42 -1.63 -0.50  0.322
H -0.11 -1.51 -1.40  0.393
H 2.00 0.36 -0.83  0.471
H 0.57 1.30 -0.88  0.293
H -0.25 3.44 -0.26  0.197
H 3.42 -0.11 1.23  0.192
O -0.33 2.48 -0.32  -0.701

Entry 2
Computed, not measured: a structure of composition C4H11NO3, with ωB97M-V/def2-TZVPD.

- orbital gap (spin up / spin down) (eV) = 7.2894 / 8.5738
- HOMO energy (spin up / spin down) (eV) = -8.111 / -8.334

Each line ends with the Mulliken charge.
Positions of all 19 atoms, in Å:
C -0.62 0.24 0.54  1.099
C -1.11 1.61 0.10  -1.316
C -1.70 -0.79 0.75  -1.464
O 0.18 0.26 1.69  -0.562
H 0.93 0.85 1.54  0.387
H 0.44 0.06 -0.31  0.280
H -1.59 1.57 -0.87  0.320
H -2.37 -0.84 -0.11  0.339
H -0.28 2.31 0.04  0.309
H -1.84 1.99 0.82  0.385
H -1.27 -1.77 0.93  0.336
H -2.30 -0.52 1.63  0.409
C 2.48 -0.84 -0.54  -0.603
O 1.59 0.19 -0.90  -0.652
N -0.11 -0.78 -1.58  0.189
O -0.62 -0.19 -2.40  -0.203
H 3.42 -0.40 -0.21  0.248
H 2.09 -1.47 0.27  0.252
H 2.69 -1.49 -1.40  0.247

Most stable structure: entry 2

Entry 1
Computed, not measured: a cluster of 2 separate species, C4H11NO3 in total, with ωB97M-V/def2-TZVPD.

- SMILES = NCCCOC=O.O
- orbital gap (eV) = 9.9912
- HOMO energy (eV) = -9.448

Each line ends with the Mulliken charge.
Positions of all 19 atoms, in Å:
O 2.43 3.35 -3.37  -0.487
O 1.55 2.03 -1.76  -0.278
C 2.19 2.23 -2.93  0.239
N -1.56 -0.29 1.17  -0.634
C 1.13 0.67 -1.39  -0.529
C -0.30 -0.38 0.46  -0.301
C 0.01 0.85 -0.33  -0.510
H 2.61 1.27 -3.30  0.293
H -2.34 -0.64 0.60  0.244
H -1.49 -0.93 1.97  0.227
H 0.75 0.08 -2.25  0.384
H 2.03 0.17 -1.00  0.353
H -0.36 -1.19 -0.28  0.254
H 0.46 -0.65 1.21  0.331
H -0.88 1.22 -0.86  0.181
H 0.30 1.62 0.41  0.237
O -2.10 -3.09 3.49  -0.642
H -1.96 -2.42 4.20  0.319
H -2.45 -3.88 3.96  0.318

Entry 2
Computed, not measured: a cluster of 4 separate species, C4H11NO3 in total, with ωB97M-V/def2-TZVPD.

- SMILES = c1cc[nH]c1.O.O.O
- orbital gap (eV) = 8.4282
- HOMO energy (eV) = -8.397

Each line ends with the Mulliken charge.
Positions of all 19 atoms, in Å:
C -0.11 1.89 -0.23  -0.024
C 0.13 0.84 0.59  -0.555
N 1.47 0.81 0.91  -0.058
C 2.07 1.93 0.37  -0.439
C 1.11 2.65 -0.30  -0.592
H -1.06 2.12 -0.68  0.372
H -0.48 -0.03 0.78  0.271
H 1.98 -0.03 1.12  0.278
H 3.02 2.23 0.78  0.366
H 1.32 3.38 -1.07  0.350
H -2.63 -1.65 -0.97  0.267
H -2.54 -0.97 0.41  0.331
O -2.03 -1.50 -0.24  -0.606
H 0.05 -2.60 2.25  0.299
H -0.85 -2.98 1.11  0.322
O -0.15 -3.30 1.66  -0.619
H -0.53 -0.82 -1.44  0.329
H -0.78 -1.03 -2.80  0.308
O 0.02 -0.94 -2.25  -0.602

Entry 3
Computed, not measured: a cluster of 2 separate species, C4H11NO3 in total, with ωB97M-V/def2-TZVPD.

- SMILES = O=CCCNCO.O
- orbital gap (eV) = 9.6147
- HOMO energy (eV) = -8.978

Each line ends with the Mulliken charge.
Positions of all 19 atoms, in Å:
C 0.16 1.22 -0.19  -0.583
C 1.57 1.42 -0.99  -0.507
C 1.44 0.37 -2.12  -0.029
O 0.92 0.62 -3.23  -0.495
N 0.36 0.21 0.87  -0.204
C -0.80 -0.31 1.60  -0.313
O -0.90 0.16 2.93  -0.564
H -0.56 0.91 -0.98  0.369
H -0.23 2.16 0.26  0.333
H 1.64 2.48 -1.46  0.268
H 2.39 1.42 -0.33  0.400
H 1.81 -0.67 -1.97  0.337
H 1.03 0.45 1.46  0.186
H -0.48 -1.44 1.74  0.161
H -1.83 -0.47 1.16  0.330
H -1.64 0.77 3.09  0.310
H -2.68 -3.13 -0.14  0.303
H -1.08 -3.15 0.07  0.312
O -1.91 -2.91 0.45  -0.614

Most stable structure: entry 1

Entry 1
Computed, not measured: a structure of composition C32H52BiClN2O4SSi, with ωB97M-V/def2-TZVPD.

- orbital gap (eV) = 3.7173
- charge = -2
- HOMO energy (eV) = 0.480

Each line ends with the Mulliken charge.
Positions of all 94 atoms, in Å:
Bi 0.65 0.34 0.75  2.200
C 2.15 0.51 3.72  -1.130
C 3.29 0.78 2.70  -0.903
N 2.95 1.07 1.28  -0.359
C 3.91 0.47 0.35  -0.612
C 3.94 -1.08 0.31  -1.884
S 2.29 -1.86 0.40  0.237
C 2.37 -2.31 2.23  -0.784
C 1.31 -1.78 3.24  -1.182
N 1.05 -0.34 3.26  0.334
H 1.72 1.47 3.98  0.387
H 2.62 0.10 4.63  0.540
H 3.95 -0.09 2.71  0.335
H 3.88 1.62 3.09  0.506
H 2.89 2.07 1.12  0.351
H 4.94 0.83 0.52  0.327
H 3.62 0.85 -0.63  -0.078
H 4.61 -1.43 1.10  0.778
H 4.35 -1.45 -0.62  0.918
H 3.36 -2.04 2.59  0.418
H 2.30 -3.40 2.25  0.518
H 1.62 -2.13 4.24  0.508
H 0.36 -2.27 3.02  0.479
H 0.23 -0.16 3.83  -0.212
O -1.65 1.22 0.82  -0.291
C -1.98 1.90 2.04  2.295
C -0.71 2.75 2.58  -0.619
O -1.00 3.76 3.24  -0.819
O 0.43 2.34 2.27  -0.115
C -2.32 0.80 3.03  0.267
C -1.90 0.86 4.36  -0.741
C -2.24 -0.14 5.26  -0.430
C -2.99 -1.23 4.84  -0.559
C -3.42 -1.29 3.52  -0.824
C -3.09 -0.29 2.62  -0.360
C -3.22 2.75 1.80  -0.348
C -3.73 3.57 2.82  -0.290
C -4.90 4.30 2.62  -0.905
C -5.58 4.22 1.42  -0.342
C -5.10 3.39 0.42  -0.943
C -3.93 2.66 0.61  -0.118
H -1.49 1.85 0.09  0.177
H -1.31 1.71 4.69  0.410
H -1.89 -0.08 6.28  0.390
H -3.25 -2.02 5.53  0.362
H -4.00 -2.14 3.17  0.370
H -3.40 -0.35 1.59  0.408
H -3.21 3.63 3.75  0.426
H -5.26 4.93 3.42  0.359
H -6.49 4.79 1.27  0.354
H -5.63 3.31 -0.53  0.414
H -3.59 2.00 -0.17  0.467
C 0.87 -3.43 -3.67  -1.873
C 0.46 -2.87 -2.30  2.691
C 1.34 -3.62 -1.24  -2.012
C -1.01 -3.26 -2.08  -1.998
Si 0.63 -0.68 -2.29  -1.523
C 2.28 0.04 -3.23  2.497
C 3.55 -0.66 -2.79  -0.964
C 2.44 1.53 -2.92  -1.637
C 2.20 -0.10 -4.77  -2.017
C -0.96 0.05 -3.21  3.343
C -1.27 -0.65 -4.55  -1.801
C -0.78 1.54 -3.49  -2.432
C -2.19 -0.11 -2.31  -1.772
H 0.70 -4.53 -3.71  0.519
H 1.94 -3.26 -3.87  0.263
H 0.30 -2.98 -4.49  0.261
H 1.13 -4.71 -1.30  0.516
H 1.07 -3.31 -0.19  0.296
H 2.40 -3.47 -1.45  0.298
H -1.09 -4.37 -2.05  0.514
H -1.62 -2.93 -2.92  0.437
H -1.46 -2.88 -1.15  0.103
H 3.65 -0.60 -1.71  -0.857
H 4.44 -0.19 -3.24  0.557
H 3.56 -1.72 -3.09  0.305
H 2.44 1.76 -1.85  -0.040
H 1.64 2.13 -3.33  0.335
H 3.38 1.89 -3.37  0.492
H 2.07 -1.14 -5.07  0.269
H 3.13 0.27 -5.24  0.531
H 1.37 0.48 -5.19  0.344
H -0.44 -0.60 -5.25  0.243
H -2.14 -0.18 -5.03  0.533
H -1.52 -1.71 -4.41  0.334
H -0.01 1.73 -4.24  0.459
H -0.53 2.08 -2.57  0.289
H -1.72 1.95 -3.89  0.618
H -2.45 -1.15 -2.14  0.198
H -3.05 0.39 -2.78  0.591
H -2.03 0.35 -1.34  0.071
Cl -0.78 -2.22 0.67  -0.590
O 0.55 2.14 -0.36  -1.077

Entry 2
Computed, not measured: a structure of composition C32H52BiClN2O4SSi, with ωB97M-V/def2-TZVPD.

- orbital gap (eV) = 4.0738
- charge = -2
- HOMO energy (eV) = 0.241

Each line ends with the Mulliken charge.
Positions of all 94 atoms, in Å:
Bi -0.51 -0.48 0.87  2.353
C 0.83 -3.33 1.80  -0.733
C -0.67 -3.62 1.55  -1.507
N -1.58 -2.51 1.82  -0.200
C -1.83 -2.26 3.26  -0.993
C -0.68 -1.69 4.13  -0.649
S 0.26 -0.19 3.58  -0.143
C 1.97 -0.83 3.56  -0.608
C 2.44 -1.44 1.97  -0.409
N 1.33 -2.05 1.27  0.720
H 1.04 -3.40 2.87  0.744
H 1.38 -4.16 1.32  0.334
H -0.80 -3.87 0.50  0.456
H -0.96 -4.50 2.15  0.496
H -2.48 -2.65 1.38  0.280
H -2.65 -1.56 3.32  0.296
H -2.17 -3.19 3.75  0.445
H -1.14 -1.41 5.08  0.634
H 0.05 -2.47 4.34  0.397
H 2.58 -0.04 3.95  0.382
H 2.05 -1.62 4.32  0.560
H 2.81 -0.69 1.20  -0.510
H 3.28 -2.11 2.14  0.099
H 1.61 -2.16 0.29  -1.719
O -2.36 0.37 -0.59  -0.520
C -3.33 1.21 0.06  2.677
C -3.25 1.12 1.70  -0.442
O -4.18 1.75 2.22  -0.721
O -2.34 0.51 2.33  -0.341
C -4.70 0.66 -0.42  -0.235
C -5.66 0.11 0.42  -0.330
C -6.86 -0.38 -0.09  -0.790
C -7.12 -0.33 -1.45  -0.370
C -6.16 0.22 -2.30  -0.849
C -4.97 0.70 -1.79  -0.363
C -3.22 2.66 -0.42  -0.015
C -2.13 3.17 -1.13  1.257
C -2.13 4.49 -1.54  -1.068
C -3.20 5.33 -1.26  -0.518
C -4.28 4.84 -0.55  -0.721
C -4.28 3.51 -0.14  -0.468
H -2.12 0.75 -1.44  0.232
H -5.48 0.06 1.49  0.442
H -7.59 -0.80 0.59  0.384
H -8.05 -0.71 -1.84  0.359
H -6.35 0.26 -3.37  0.359
H -4.24 1.12 -2.46  0.317
H -1.22 2.60 -1.33  -0.807
H -1.27 4.88 -2.07  0.415
H -3.18 6.37 -1.59  0.352
H -5.12 5.48 -0.32  0.366
H -5.13 3.14 0.42  0.433
C 4.11 -1.78 -2.29  -2.095
C 3.08 -2.01 -1.18  1.493
C 3.88 -2.82 -0.14  -1.613
C 1.99 -2.96 -1.71  -1.371
Si 2.17 -0.09 -0.66  0.654
C 1.69 0.79 -2.38  3.235
C 2.88 1.47 -3.08  -1.843
C 1.08 -0.24 -3.33  -2.372
C 0.58 1.83 -2.17  -1.623
C 3.45 1.08 0.64  2.302
C 3.03 2.55 0.62  -1.402
C 4.92 1.00 0.20  -1.897
C 3.34 0.62 2.16  -1.708
H 4.58 -2.74 -2.59  0.537
H 4.91 -1.11 -1.97  0.240
H 3.67 -1.36 -3.19  0.356
H 4.18 -3.76 -0.61  0.651
H 3.34 -3.10 0.76  0.226
H 4.79 -2.30 0.16  0.314
H 2.46 -3.92 -1.97  0.477
H 1.52 -2.58 -2.61  0.345
H 1.16 -3.16 -1.04  -0.087
H 3.70 0.76 -3.27  0.306
H 3.29 2.29 -2.48  0.260
H 2.58 1.89 -4.06  0.464
H 1.81 -0.98 -3.67  0.564
H 0.70 0.26 -4.23  0.630
H 0.25 -0.77 -2.84  0.150
H 0.91 2.69 -1.57  0.535
H -0.23 1.32 -1.66  -0.752
H 0.25 2.21 -3.15  0.332
H 3.20 2.99 -0.37  0.296
H 3.65 3.12 1.34  0.507
H 1.99 2.69 0.88  0.049
H 5.04 1.32 -0.83  0.304
H 5.31 -0.02 0.29  0.230
H 5.56 1.65 0.83  0.452
H 2.28 0.68 2.43  -0.116
H 3.95 1.37 2.71  0.390
H 3.78 -0.39 2.40  0.463
Cl -0.29 2.41 0.91  -0.544
O -0.80 -1.75 -0.81  -1.098

Most stable structure: entry 1

Entry 1
Computed, not measured: the ion C4H7OS2 with charge -1, with ωB97M-V/def2-TZVPD.

- SMILES = CC[C@@H](S)C([O-])=S
- orbital gap (eV) = 6.9300
- charge = -1
- HOMO energy (eV) = -3.502

Each line ends with the Mulliken charge.
Positions of all 14 atoms, in Å:
C 0.64 -1.73 0.88  0.262
C -0.33 1.52 -1.03  -1.269
C -0.17 0.07 -0.85  -0.508
C 0.32 -0.22 0.55  -0.130
O 0.10 -2.24 1.78  -0.592
S 1.75 -2.43 -0.26  -0.528
S -0.91 0.39 1.74  -0.380
H -0.86 2.02 -0.21  0.321
H -0.94 1.68 -1.84  0.405
H 0.66 2.01 -1.08  0.305
H 0.47 -0.35 -1.58  0.365
H -1.12 -0.39 -0.98  0.312
H 1.23 0.53 0.58  0.246
H -0.84 -0.86 2.30  0.190

Entry 2
Computed, not measured: a structure of composition C4H7OS2, with ωB97M-V/def2-TZVPD.

- orbital gap (eV) = 6.8447
- charge = -1
- HOMO energy (eV) = -3.400

Each line ends with the Mulliken charge.
Positions of all 14 atoms, in Å:
C -2.02 -0.62 0.03  0.145
C 0.48 -0.84 -0.78  -1.159
C -0.27 1.41 1.34  -0.608
C -0.64 0.03 -1.17  -0.290
O -1.61 -1.47 0.79  -0.504
S -3.61 -0.09 -0.26  -0.475
S -0.27 1.75 -0.47  -0.181
H 1.41 -0.50 -1.10  0.398
H 0.48 -1.84 -1.30  0.310
H 0.61 -1.12 0.30  0.274
H -0.12 0.39 1.34  0.158
H -1.24 1.71 1.75  0.198
H 0.56 2.06 1.67  0.306
H -0.92 0.19 -2.18  0.428

Most stable structure: entry 1